# 1
{"formula": "C9H15Cl2MnN2O4Si", "method": "wB97M-V/def2-TZVPD", "elements": ["Mn", "C", "C", "C", "C", "C", "C", "N", "N", "Si", "C", "C", "C", "H", "H", "H", "H", "H", "H", "H", "H", "H", "H", "H", "H", "H", "H", "H", "O", "Cl", "O", "O", "O", "Cl"], "xyz": [[-0.2219, 0.2160, -0.0448], [-2.8358, -1.5403, -2.0150], [-2.6899, -1.7342, -0.5420], [-3.4878, -2.5983, 0.1792], [-3.2695, -2.7554, 1.5514], [-2.2812, -2.0587, 2.2071], [-1.5164, -1.1664, 1.4451], [-1.7413, -1.0406, 0.1100], [-0.4921, -0.3447, 1.7881], [0.1316, -0.0606, 3.4174], [-1.3022, 0.4770, 4.4920], [0.8852, -1.6482, 4.0511], [1.3949, 1.2951, 3.3866], [-3.6048, -2.2031, -2.4049], [-1.8938, -1.7445, -2.5239], [-3.0951, -0.5065, -2.2404], [-4.2660, -3.1513, -0.3252], [-3.8877, -3.4494, 2.1071], [-2.0891, -2.1904, 3.2607], [-2.1202, -0.2426, 4.5363], [-1.7084, 1.4237, 4.1293], [-0.9494, 0.6392, 5.5137], [0.1692, -2.4711, 4.0945], [1.2897, -1.5066, 5.0559], [1.7075, -1.9566, 3.4017], [0.9919, 2.2083, 2.9469], [2.2905, 1.0232, 2.8297], [1.6918, 1.5184, 4.4147], [3.4760, 0.8135, 0.6698], [2.4325, 0.8568, -0.2831], [1.9003, -0.4869, -0.5552], [2.7908, 1.5271, -1.4691], [1.2323, 1.5416, 0.3341], [-0.7558, 1.1213, -1.9775]], "lowdin_spin": [3.83, 0.00, 0.00, 0.00, 0.01, 0.00, 0.02, -0.02, 0.00, 0.00, 0.00, 0.00, 0.00, 0.00, 0.00, 0.00, 0.00, 0.00, 0.00, 0.00, 0.00, 0.00, 0.00, 0.00, 0.00, 0.00, 0.00, 0.00, 0.01, 0.01, 0.05, 0.00, 0.02, 0.06], "e_homo_ev": [-8.88, -9.03], "de_lowest_ev": 0.0937, "e_tot_ev": -84985.777, "spin_multiplicity": 5, "gap_ev": [7.2, 8.2], "fmax_ev_per_a": 0.4}

# 2
{"formula": "C9H15Cl2NO", "method": "wB97M-V/def2-TZVPD", "elements": ["C", "C", "C", "C", "C", "N", "O", "C", "C", "Cl", "H", "H", "H", "H", "H", "H", "H", "H", "H", "H", "H", "H", "H", "H", "C", "C", "Cl", "H"], "xyz": [[0.0090, 2.2070, -0.3518], [-0.2646, 1.1529, 0.7285], [0.6998, 1.3484, 1.8990], [-1.7154, 1.2784, 1.2170], [-0.0658, -0.2204, 0.1538], [-0.7166, -0.6774, -0.8641], [-1.5995, -0.0623, -1.5215], [-0.4758, -2.0633, -1.2958], [-1.5426, -2.9751, -0.7099], [-1.3245, -3.1481, 1.0537], [-0.1570, 3.2037, 0.0504], [-0.6605, 2.0554, -1.1936], [1.0393, 2.1360, -0.6961], [0.5447, 2.3253, 2.3524], [0.5372, 0.5893, 2.6618], [1.7314, 1.2887, 1.5581], [-2.3959, 1.1076, 0.3870], [-1.8920, 2.2731, 1.6169], [-1.9155, 0.5473, 1.9972], [0.6485, -0.8800, 0.6141], [-0.5708, -2.0770, -2.3845], [0.5234, -2.3868, -1.0026], [-1.4825, -3.9742, -1.1392], [-2.5339, -2.5529, -0.8767], [3.2911, 0.2240, -1.7157], [3.4665, -0.3352, -0.6701], [3.7031, -1.0990, 0.7574], [3.1188, 0.7147, -2.6258]], "lowdin_charge": [-0.04, -0.57, -0.05, -0.04, -0.05, -0.28, -0.07, -0.18, -0.54, 0.57, 0.09, 0.08, 0.07, 0.09, 0.09, 0.07, 0.08, 0.08, 0.08, 0.10, 0.13, 0.12, 0.07, 0.08, 0.04, -0.74, 0.71, 0.02], "e_homo_ev": -8.52, "de_lowest_ev": 0.0000, "e_tot_ev": -38154.882, "spin_multiplicity": 1, "gap_ev": 9.0, "fmax_ev_per_a": 1.0}

# 3
{"formula": "C9H15FINO", "method": "wB97M-V/def2-TZVPD", "elements": ["C", "C", "C", "C", "N", "C", "F", "I", "O", "C", "C", "C", "C", "H", "H", "H", "H", "H", "H", "H", "H", "H", "H", "H", "H", "H", "H", "H"], "xyz": [[-1.7397, -2.6437, -0.0199], [-0.7164, -1.4318, -0.1202], [-0.2995, -1.4224, -1.6482], [-1.2682, -0.1411, 0.2332], [-2.3044, -0.1028, 0.9524], [-2.4709, 1.2247, 1.3091], [-2.4922, 1.2195, 2.7571], [-4.4347, 2.0364, 0.5658], [-1.5510, 2.0287, 0.7905], [-0.6829, 1.1388, -0.0741], [0.8771, 1.3439, 0.2816], [1.1002, 2.8813, 0.1180], [1.0901, 0.7483, 1.6237], [-1.2113, -3.5403, -0.2249], [-2.4260, -2.3490, -0.7927], [-2.2219, -2.5349, 0.9527], [0.2492, -1.6694, 0.3962], [-0.9650, -0.9004, -2.3224], [-0.2376, -2.4267, -1.8130], [0.7171, -1.1572, -1.6780], [-0.7863, 1.4901, -1.2150], [1.6504, 0.7729, -0.3554], [0.4874, 3.4440, 0.7495], [0.9198, 3.1052, -0.9334], [2.0588, 3.3028, 0.3429], [0.8906, 1.5269, 2.3262], [2.1385, 0.5070, 1.6134], [0.4672, -0.0830, 1.8755]], "lowdin_charge": [-0.03, -0.31, -0.04, -0.32, 0.18, -0.92, -0.04, 0.74, -0.07, -0.14, -0.32, -0.05, -0.07, 0.07, 0.08, 0.08, 0.15, 0.10, 0.04, 0.06, 0.21, 0.16, 0.06, 0.08, 0.07, 0.09, 0.09, 0.07], "e_homo_ev": -9.30, "de_lowest_ev": 1.2086, "e_tot_ev": -23930.168, "spin_multiplicity": 1, "gap_ev": 9.4, "fmax_ev_per_a": 4.1}

# 4
{"formula": "C9H15INO7P2", "method": "wB97M-V/def2-TZVPD", "elements": ["O", "C", "O", "C", "C", "C", "N", "C", "P", "O", "I", "C", "H", "H", "H", "H", "H", "H", "C", "O", "P", "O", "O", "C", "O", "C", "H", "H", "H", "H", "H", "H", "H", "H", "H"], "xyz": [[-6.2092, 3.5938, 1.4671], [-5.8607, 2.6420, 0.5752], [-6.8015, 1.8340, -0.2189], [-4.2537, 2.3183, 0.3810], [-3.7650, 0.7452, 0.6066], [-2.1598, 0.3279, 0.4640], [-1.1402, 1.3930, 0.1205], [-1.5360, 2.8626, -0.1183], [-0.0702, 4.0702, -0.5248], [0.3094, 4.7701, 1.0632], [-0.8083, 5.9434, -1.9402], [-3.0963, 3.4121, -0.0084], [-6.2322, 1.1282, -0.6666], [-4.5417, -0.0778, 0.9055], [-1.8072, -0.7821, 0.6298], [-0.1322, 1.1297, 0.0639], [0.0441, 5.7361, 0.9387], [-3.3741, 4.5572, -0.1623], [4.9156, -1.5392, 1.4353], [4.5337, -1.9359, 0.1297], [2.8331, -1.8815, -0.1833], [2.6303, -2.9843, 0.8681], [3.0695, -2.5577, -1.6674], [3.9295, -3.6735, -1.8035], [1.1324, -1.8272, -0.4962], [0.3739, -3.0202, -0.4114], [5.9536, -1.1979, 1.4070], [4.2823, -0.7210, 1.7924], [4.8465, -2.3927, 2.1150], [3.9451, -4.2940, -0.9035], [4.9409, -3.3261, -2.0340], [3.5793, -4.2834, -2.6397], [0.1229, -3.2280, 0.6318], [0.9059, -3.8679, -0.8530], [-0.5599, -2.8735, -0.9631]], "lowdin_charge": [0.03, -0.25, 0.05, 0.01, 0.07, 0.07, 0.03, -0.29, 0.49, -0.42, 0.46, 0.06, 0.12, 0.12, 0.14, 0.13, 0.03, 0.12, -0.14, -0.26, 0.78, -0.27, -0.28, -0.12, -0.36, -0.15, 0.09, 0.08, 0.09, 0.09, 0.09, 0.10, 0.08, 0.09, 0.08], "e_homo_ev": -12.03, "total_charge": 1, "e_tot_ev": -52059.349, "spin_multiplicity": 1, "gap_ev": 6.2, "fmax_ev_per_a": 9.9}

# 5
{"formula": "C9H15ISi", "method": "wB97M-V/def2-TZVPD", "elements": ["I", "Si", "C", "C", "C", "C", "C", "C", "C", "C", "C", "H", "H", "H", "H", "H", "H", "H", "H", "H", "H", "H", "H", "H", "H", "H"], "xyz": [[2.9327, -1.0366, -2.1578], [0.4704, -0.0537, -0.5153], [-0.5302, -1.5302, -0.8311], [-0.0032, -2.9259, -0.3297], [-1.0829, -2.1228, 0.3677], [1.2187, 0.2780, 1.1489], [2.5407, -0.2011, 1.7791], [2.4238, 1.2894, 1.3309], [-0.3926, 1.4436, -1.1371], [-0.8600, 1.5904, -2.5954], [-1.8731, 1.4685, -1.4793], [-1.2584, -1.6217, -1.7571], [0.9757, -2.9831, 0.1401], [-0.2202, -3.8139, -0.8274], [-2.0209, -2.7468, 0.3920], [-0.9393, -1.7379, 1.3087], [0.4812, 0.3785, 1.9632], [3.0101, -0.9757, 1.0425], [2.4794, -0.3663, 2.8051], [2.3636, 2.1221, 2.0027], [3.0308, 1.6357, 0.4960], [0.0263, 2.3621, -0.6922], [-0.6391, 0.7545, -3.2637], [-0.7874, 2.5798, -3.0075], [-2.5375, 2.2135, -1.3384], [-2.3786, 0.4738, -1.6416]], "lowdin_charge": [-0.02, 0.63, -0.39, -0.12, -0.22, -0.37, -0.14, -0.13, -0.33, -0.15, -0.15, 0.15, 0.08, 0.07, 0.13, 0.06, 0.10, 0.09, 0.07, 0.08, 0.08, 0.11, 0.10, 0.09, 0.06, 0.11], "e_homo_ev": -8.43, "de_lowest_ev": 1.7449, "e_tot_ev": -25551.474, "spin_multiplicity": 1, "gap_ev": 8.4, "fmax_ev_per_a": 5.5}

# 6
{"formula": "C9H15N2O10P2Rb", "method": "wB97M-V/def2-TZVPD", "elements": ["Rb", "C", "C", "C", "O", "C", "O", "O", "H", "H", "H", "H", "H", "H", "H", "O", "P", "O", "O", "O", "P", "O", "O", "O", "H", "H", "N", "C", "C", "C", "C", "C", "N", "H", "H", "H", "H", "H", "H"], "xyz": [[-0.5228, 0.7167, 0.8441], [4.4574, 1.6634, -0.6496], [2.9967, 1.3775, -0.9984], [2.8397, 0.9420, -2.4615], [2.4852, 0.3912, -0.1237], [2.1056, 2.6742, -0.8163], [2.5100, 3.7242, -1.3189], [1.0552, 2.4583, -0.1719], [5.0931, 0.8209, -0.9263], [4.5426, 1.8225, 0.4241], [4.7849, 2.5604, -1.1692], [3.4962, 0.1040, -2.7008], [3.0709, 1.7838, -3.1120], [1.8071, 0.6355, -2.6275], [1.6615, 0.8279, 0.2063], [-3.1569, 1.0935, 2.6469], [-3.4421, -0.2846, 1.8594], [-4.8456, -0.7246, 2.0266], [-2.8423, -0.1989, 0.4885], [-2.5048, -1.3516, 2.7621], [-1.0071, -1.0390, 3.2716], [-1.1418, -1.5619, 4.8295], [-0.0252, -1.9097, 2.5701], [-0.7410, 0.4371, 3.3331], [-2.2218, 0.8925, 2.8921], [-1.3137, -2.4984, 4.7506], [2.3508, -2.4632, -0.6882], [1.1032, -2.9659, -0.3923], [0.9599, -4.2612, 0.1263], [-0.3098, -4.7425, 0.3560], [-1.3967, -3.9398, 0.0461], [-1.1564, -2.6881, -0.4971], [0.0571, -2.2126, -0.7274], [3.0868, -2.8176, -0.0936], [2.3512, -1.4443, -0.7240], [1.8370, -4.8513, 0.3613], [-0.4527, -5.7299, 0.7804], [-2.4059, -4.2687, 0.2326], [-1.9786, -2.0298, -0.7425]], "lowdin_charge": [1.24, -0.03, -0.53, -0.02, -0.09, -0.66, -0.01, -0.21, 0.07, 0.08, 0.07, 0.07, 0.08, 0.09, -0.01, -0.19, 0.12, -0.34, -0.52, -0.29, 0.10, -0.16, -0.32, -0.47, -0.05, 0.04, 0.12, -0.40, -0.05, -0.10, -0.08, -0.16, 0.11, 0.08, 0.05, 0.09, 0.09, 0.09, 0.09], "e_homo_ev": -3.12, "total_charge": -2, "de_lowest_ev": 1.2886, "e_tot_ev": -52276.222, "spin_multiplicity": 1, "gap_ev": 7.5, "fmax_ev_per_a": 2.1}